Formula: C34H37N3O25
Source: the OMol25 dataset
Level of theory: the ωB97M-V functional and the def2-TZVPD basis

Cartesian coordinates (Å):
N -1.369 2.285 -3.527
H -2.344 1.982 -3.572
H -0.764 1.427 -3.272
H -1.329 2.986 -2.723
H -1.088 2.713 -4.401
N 0.233 0.490 -0.197
H -0.297 1.366 0.032
H 0.061 -0.352 0.366
H 1.232 0.692 -0.241
H 0.018 0.106 -1.172
C -2.333 4.629 0.435
C -1.478 3.990 -0.626
O -1.493 4.431 -1.817
O -0.762 2.998 -0.301
H -1.754 4.671 1.361
H -3.197 4.003 0.673
H -2.685 5.627 0.198
C 0.235 -1.555 -2.967
O -0.584 -0.433 -2.757
H 0.184 -2.256 -2.105
H 0.021 -2.106 -3.889
H 1.286 -1.205 -2.968
C 3.748 2.044 3.495
N 2.748 1.177 2.867
O 2.330 1.484 1.760
O 2.388 0.222 3.502
H 3.260 2.761 4.144
H 4.239 2.618 2.708
H 4.525 1.458 3.965
C 4.126 2.394 -1.812
C 5.197 3.150 -1.617
C 5.053 4.616 -1.377
O 6.020 5.297 -1.342
C 3.705 5.131 -1.246
C 2.639 4.363 -1.435
C 2.763 2.902 -1.705
O 1.801 2.196 -1.839
O 1.418 4.848 -1.306
O 6.406 2.657 -1.856
H 4.254 1.337 -2.007
H 3.557 6.174 -1.003
H 0.758 4.101 -1.376
H 7.064 3.371 -1.916
C -2.888 0.824 2.117
C -4.019 1.096 2.780
C -4.143 0.808 4.253
O -5.142 1.102 4.846
C -3.015 0.128 4.903
C -1.887 -0.094 4.241
C -1.741 0.258 2.791
O -0.701 0.082 2.217
O -0.854 -0.762 4.754
O -5.115 1.577 2.187
H -2.817 0.958 1.041
H -3.261 -0.241 5.890
H -0.228 -1.021 4.056
H -4.841 1.823 1.286
C 5.982 -2.182 -1.696
C 6.748 -1.397 -0.966
C 6.222 -0.437 0.060
O 6.893 0.319 0.678
C 4.769 -0.400 0.079
C 3.973 -1.244 -0.587
C 4.523 -2.198 -1.605
O 3.830 -2.822 -2.325
O 2.639 -1.176 -0.476
O 8.026 -1.281 -1.302
H 6.494 -2.744 -2.467
H 4.252 0.216 0.811
H 2.217 -1.939 -0.930
H 8.519 -0.912 -0.547
C -1.503 -5.371 1.653
C -0.502 -4.510 1.409
C -0.750 -3.100 0.953
O 0.148 -2.305 0.741
C -2.158 -2.686 0.921
C -3.134 -3.480 1.361
C -2.896 -4.902 1.785
O -3.744 -5.626 2.185
O -4.329 -2.995 1.625
O 0.798 -4.821 1.504
H -1.286 -6.412 1.857
H -2.386 -1.667 0.627
H -4.952 -3.602 2.046
H 0.931 -5.686 1.911
C -3.860 -2.319 -2.527
C -3.934 -1.262 -1.708
C -5.008 -1.080 -0.684
O -5.179 -0.101 0.011
C -5.970 -2.203 -0.645
C -5.969 -3.202 -1.503
C -4.910 -3.325 -2.538
O -4.917 -4.216 -3.298
O -6.904 -4.148 -1.471
O -3.025 -0.291 -1.743
H -3.129 -2.299 -3.323
H -6.814 -2.137 0.035
H -6.640 -4.827 -2.129
H -2.200 -0.562 -2.276

Output
energy relative to the best compared isomer or geometry (same formula, charge and spin) = 0.00 kcal per mole
spin multiplicity = 1

Here are the Mulliken charges for atoms 1 to 8, given in e: -0.2108, 0.3525, 0.2411, 0.2486, 0.4048, 1.6158, 0.4031, 0.2134



Formula: C34H37N3O2Tl
Source: the OMol25 dataset
Level of theory: the ωB97M-V functional and the def2-TZVPD basis

Cartesian coordinates (Å):
Tl 0.265 -1.165 -0.699
C 4.169 -2.853 -0.470
C 4.300 -1.617 -1.309
C 5.048 -1.606 -2.476
C 5.099 -0.481 -3.280
C 4.368 0.645 -2.943
C 3.598 0.663 -1.793
C 2.760 1.841 -1.402
C 3.599 -0.458 -0.957
N 2.746 -0.459 0.144
C 3.084 -0.439 1.369
C 4.485 -0.265 1.854
C 1.984 -0.532 2.354
C 2.281 -0.540 3.820
N 0.804 -0.640 1.875
C -0.325 -0.594 2.694
C -0.666 0.592 3.356
C 0.129 1.855 3.186
C -1.807 0.603 4.146
C -2.588 -0.528 4.282
C -2.265 -1.677 3.580
C -1.148 -1.723 2.767
C -0.806 -2.962 1.992
H 4.603 -3.705 -0.986
H 3.116 -3.058 -0.259
H 4.682 -2.743 0.485
H 5.600 -2.492 -2.754
H 5.687 -0.493 -4.185
H 4.395 1.518 -3.577
H 2.614 2.517 -2.242
H 3.234 2.404 -0.597
H 1.795 1.483 -1.027
H 5.158 -0.081 1.019
H 4.822 -1.156 2.381
H 4.544 0.576 2.542
H 3.268 -0.934 4.038
H 1.533 -1.140 4.340
H 2.220 0.465 4.235
H 0.826 1.783 2.353
H 0.690 2.087 4.094
H -0.550 2.686 3.002
H -2.072 1.510 4.669
H -3.458 -0.512 4.919
H -2.886 -2.554 3.668
H -1.283 -3.833 2.434
H 0.269 -3.137 1.963
H -1.172 -2.864 0.963
C -4.097 1.952 -3.470
O -4.033 1.460 -2.146
C -3.152 2.102 -1.311
C -3.687 2.785 -0.224
C -2.882 3.495 0.643
C -1.512 3.538 0.429
C -0.962 2.829 -0.615
C -1.757 2.074 -1.476
N -1.117 1.349 -2.496
C -1.501 0.192 -3.077
C -2.420 -0.731 -2.602
C -2.987 -1.677 -3.508
C -3.994 -2.499 -3.123
C -4.481 -2.448 -1.795
C -3.939 -1.611 -0.876
C -2.823 -0.776 -1.195
O -2.139 -0.209 -0.304
H -4.864 1.362 -3.966
H -3.152 1.839 -4.011
H -4.390 3.006 -3.479
H -4.758 2.748 -0.096
H -3.324 4.031 1.468
H -0.876 4.108 1.084
H 0.105 2.843 -0.773
H -0.289 1.795 -2.871
H -1.068 0.020 -4.060
H -2.631 -1.683 -4.528
H -4.457 -3.176 -3.823
H -5.281 -3.113 -1.510
H -4.286 -1.594 0.144

Output
total charge = +1
spin multiplicity = 1

Here are the Mulliken charges for atoms 1 to 8, given in e: 0.9507, -1.1898, 1.3541, -1.0223, -0.8582, -1.0393, 0.8760, -0.8502



Formula: C34H38B2F4LuN8O3S2
Source: the OMol25 dataset
Level of theory: the ωB97M-V functional and the def2-TZVPD basis

Cartesian coordinates (Å):
Lu -1.577 -0.111 0.323
N -3.886 -4.118 -0.822
C -3.208 -2.897 -0.788
S -1.986 -2.889 0.474
N -3.469 -2.149 -1.815
N -2.707 -0.942 -1.759
C -2.758 -0.240 -2.834
C -1.923 0.906 -2.957
C -1.915 1.470 -4.179
C -0.960 2.445 -4.409
C -0.213 2.985 -3.343
C -0.343 2.294 -2.131
N -1.178 1.301 -1.961
H -4.038 -4.532 0.115
H -4.674 -4.129 -1.427
H -3.189 -0.699 -3.776
H -2.487 1.100 -5.024
H -0.823 2.705 -5.446
H 0.526 3.686 -3.551
H 0.277 2.614 -1.302
C -1.646 5.827 -1.994
C -2.618 5.740 -0.787
N -3.260 4.471 -0.565
C -4.529 4.142 -1.249
C -4.340 3.174 -2.481
C -2.636 3.459 0.102
S -3.549 2.007 0.450
N -1.427 3.798 0.606
C -0.491 2.939 0.973
O -0.465 1.679 0.817
C 0.755 3.507 1.638
C 1.463 2.532 2.397
C 2.616 2.937 3.036
C 3.118 4.233 2.875
C 2.353 5.177 2.151
C 1.214 4.821 1.465
H -1.438 6.811 -2.265
H -1.982 5.173 -2.781
H -0.646 5.436 -1.767
H -3.413 6.480 -0.837
H -1.994 5.974 0.085
H -4.926 5.083 -1.652
H -5.296 3.790 -0.563
H -3.470 3.331 -3.131
H -5.318 3.235 -2.982
H -4.267 2.133 -2.146
H 1.079 1.510 2.542
H 3.070 2.253 3.721
H 3.951 4.510 3.457
H 2.659 6.259 2.102
H 0.789 5.598 0.796
B 1.546 -1.807 3.886
C 0.559 -1.199 2.822
N -0.264 -0.864 2.108
H 1.619 -0.859 4.743
H 1.022 -2.726 4.411
H 2.634 -2.102 3.491
C 3.970 -6.605 -1.439
O 3.056 -5.729 -0.794
C 3.068 -5.760 0.541
C 3.867 -6.597 1.349
C 3.821 -6.529 2.732
C 2.932 -5.677 3.401
C 2.085 -4.898 2.587
C 2.160 -4.939 1.167
N 1.196 -4.192 0.420
C 1.275 -2.898 0.013
C 2.287 -1.938 -0.187
C 3.752 -2.025 -0.026
C 4.460 -0.963 -0.312
C 3.909 0.198 -0.973
C 2.568 0.309 -1.089
C 1.665 -0.699 -0.628
O 0.434 -0.530 -0.861
H 3.668 -6.514 -2.516
H 3.887 -7.727 -1.222
H 4.980 -6.286 -1.240
H 4.671 -7.122 0.884
H 4.397 -7.253 3.365
H 3.007 -5.646 4.487
H 1.402 -4.165 2.968
H 0.178 -4.409 0.494
H 0.293 -2.572 -0.183
H 4.085 -2.852 0.589
H 5.515 -1.006 -0.153
H 4.644 0.907 -1.310
H 1.970 1.059 -1.550
F -4.153 -2.075 2.670
B -4.292 -0.865 2.155
F -2.863 -0.346 2.120
F -5.106 -0.033 2.904
F -4.728 -0.888 0.780

Output
energy relative to the best compared isomer or geometry (same formula, charge and spin) = 56.10 kcal per mole
total charge = -1
spin multiplicity = 1

Here are the Mulliken charges for atoms 1 to 8, given in e: 2.2646, -0.5242, 0.8091, -0.7142, -1.4829, 0.9562, -0.8820, 0.7465



no.,F_max (Eh/bohr),highest occupied orbital energy (eV)
1,0.086,-8.60
2,0.024,-10.44
3,0.087,-5.48